Record 1
ORCA calculation (ωB97M-V/def2-TZVPD) on a structure of composition C26H19ClFN9O6S2Ta.

Calculated values
HOMO-LUMO gap   6.95 eV
Largest force on an atom   0.011 hartree/bohr
Energy above the lowest of the compared OMol25 structures with the same formula, charge and spin   0.0 kJ/mol
Highest occupied orbital energy   -16.42 eV

ORCA input file:
```
! RIJCOSX wB97M-V def2-TZVPD def2/J DEFGRID3
* xyz 3 1
Ta -0.08650 -0.79783 0.18774
Cl 1.66114 -2.83678 -6.70554
S -1.06564 -0.33522 2.56590
S -3.53584 6.17805 0.20124
F 2.49674 -4.66333 5.66532
O 1.72276 -0.67212 1.07715
O 0.78798 0.33978 -1.33674
O -0.27853 -4.73842 5.17724
O -0.49494 -1.95032 -1.31802
O 2.20416 -1.90897 -0.68164
O 0.26557 -2.75940 1.15003
N -2.14367 -2.09418 0.55945
N -2.15282 5.72436 0.87875
N -2.67170 -1.78775 4.07353
N -3.94414 4.81633 -0.54417
N 0.10531 -3.77173 3.15447
N -2.54944 -2.41026 1.86807
N -1.81818 0.44660 -0.60859
N 0.14385 1.43730 0.90826
N 2.16922 -3.08357 2.44184
C 1.07282 0.06013 -2.53587
C -3.74873 0.71682 -2.00609
C 1.28161 -1.35701 -4.49205
C -0.86671 2.28147 0.58780
C 0.52354 -4.29985 4.41393
C -0.87033 3.61482 0.98551
C -3.91030 2.01621 -1.57299
C -1.92544 1.74446 -0.23725
C 0.84927 -3.17591 2.21260
C 1.16500 1.91664 1.61609
C 0.03365 -2.15430 -2.54927
C -0.20039 -3.34570 -3.20668
C -2.17419 -1.59708 2.86904
C 1.05440 -2.55185 -5.13258
C 0.78353 -1.15318 -3.18999
C -2.68958 -0.02699 -1.51196
C 3.11582 -2.58222 1.42755
C -3.01221 3.92571 -0.23596
C -1.98635 4.44440 0.57817
C 2.36199 -1.67935 0.49728
C 0.31247 -3.54495 -4.47876
C 2.72238 -3.61070 3.62211
C 1.23136 3.24192 2.04432
C 0.20663 4.09998 1.73622
C 1.97415 -4.18740 4.56298
C -2.97465 2.55041 -0.68776
H -1.76308 -2.93093 0.12272
H 2.09037 3.56869 2.61268
H 0.21115 5.13645 2.04951
H -3.35654 -2.50124 4.28629
H 3.89717 -2.02391 1.94340
H -4.41912 0.27167 -2.72772
H 1.59038 0.84931 -3.08460
H 1.85448 -0.57532 -4.97590
H -0.77805 -4.12312 -2.72405
H -0.87893 -3.88219 2.95614
H -2.51921 -1.03280 -1.87104
H 3.55149 -3.40763 0.86802
H -2.95864 -1.79112 0.03078
H 3.79399 -3.52007 3.73129
H -3.35110 -3.02200 1.97136
H 1.95688 1.22941 1.85960
H -2.37463 -1.19776 4.83783
H 0.13745 -4.48437 -4.98738
H -4.72341 2.64001 -1.92364
*
```



Record 2
ORCA calculation (ωB97M-V/def2-TZVPD) on an isolated molecule of C11H14F6O6S.

Calculated values
SMILES string   O=CC[C@]1(COC(F)(F)F)C[C@H](C[C@@H](O)C(F)(F)F)CS(=O)(=O)O1
HOMO-LUMO gap   9.85 eV
Largest force on an atom   0.169 hartree/bohr
Highest occupied orbital energy   -10.10 eV

ORCA input file:
```
! RIJCOSX wB97M-V def2-TZVPD def2/J DEFGRID3
* xyz 0 1
S -0.98019 1.48641 2.32222
F 3.31260 -2.06850 -1.09669
F 4.84256 -0.27778 -0.71946
F 4.56853 -2.13673 0.92975
F -0.68405 -3.37720 0.16938
F -3.11707 -2.99737 0.54509
F -2.32014 -4.56748 -1.09747
O 2.88805 -0.32847 0.63585
O 3.72194 3.78931 1.18024
O 0.52224 0.89248 1.77930
O -1.20508 0.84786 3.74882
O -0.74092 -2.14788 -2.32210
O -1.08067 3.03269 2.40621
C -2.52705 -0.59403 -1.18739
C -0.54193 1.24189 -0.59773
C -2.04405 -3.22238 -0.46725
C -2.07212 -2.12328 -1.68633
C 3.87414 -1.20121 -0.02242
C 1.55305 2.66869 0.14142
C -2.35807 0.71720 1.24422
C 0.78243 1.22094 0.36976
C -1.53678 0.02181 -0.03560
C 1.78756 0.04546 -0.26529
C 2.60033 3.04213 1.37132
H 0.74677 3.53804 0.00711
H -0.30470 1.07790 -1.73437
H 2.12237 2.60284 -0.90449
H 2.40666 2.71611 2.49872
H -2.97233 -0.10261 1.84292
H -3.04336 1.54461 0.75523
H 1.12374 -0.93550 -0.40626
H -2.84516 -2.51354 -2.50740
H -2.46224 0.11976 -2.14072
H -0.51931 -3.12566 -2.51964
H -0.88943 -0.83726 0.42751
H -1.11888 2.27454 -0.47677
H 2.14984 0.32424 -1.36535
H -3.63933 -0.64802 -0.82235
*
```



Record 3
ORCA calculation (ωB97M-V/def2-TZVPD) on an isolated molecule of C3H4NOP.

Calculated values
HOMO-LUMO gap (alpha / beta)   9.14 / 6.36 eV
Largest force on an atom   0.086 hartree/bohr
<S²>   2.010
Energy above the lowest of the compared OMol25 structures with the same formula, charge and spin   0.0 kJ/mol
Highest occupied orbital energy (alpha / beta)   -8.61 / -9.02 eV

ORCA input file:
```
! RIJCOSX wB97M-V def2-TZVPD def2/J DEFGRID3
* xyz 0 3
P 2.99416 0.84933 -0.05795
O 2.62643 -1.83021 0.21364
N 1.22454 1.77619 0.10478
C 0.21880 0.88805 0.15070
C 2.02313 -0.78844 0.02982
C 0.55602 -0.55422 -0.25707
H 0.06079 -1.30558 0.34374
H -0.14740 0.59406 1.14021
H -0.61184 1.10490 -0.50983
H 0.51904 -0.80213 -1.30966
*
```



Record 4
ORCA calculation (ωB97M-V/def2-TZVPD) on the ion C5H14ClN5O with charge +2.

Calculated values
HOMO-LUMO gap   8.49 eV
Largest force on an atom   0.072 hartree/bohr
Highest occupied orbital energy   -15.55 eV

ORCA input file:
```
! RIJCOSX wB97M-V def2-TZVPD def2/J DEFGRID3
* xyz 2 1
Cl 0.90379 3.21644 -0.04813
O 1.34493 -1.58147 -0.58390
N -0.56650 -1.09658 0.62872
N 2.83160 -0.03097 0.06290
N -3.57507 0.63961 -0.38748
N -2.67446 -0.30035 0.27436
N -0.95024 1.22163 0.18409
C 2.67777 -1.34899 -0.64317
C 0.89804 -1.13415 0.63830
C 1.62297 0.15087 0.81991
C -1.31264 -0.16177 -0.06389
C 0.28184 1.65573 -0.41158
H -1.42991 -0.32476 -1.13691
H -1.11774 1.52981 1.10035
H -4.30830 0.95923 0.21517
H 0.35538 1.21956 -1.51019
H -2.87739 -0.15585 1.21813
H -3.05202 1.38695 -0.88467
H 1.82108 0.67349 1.78182
H 1.16058 -1.86934 1.49949
H -3.99422 0.11614 -1.12405
H 2.90859 0.73504 -0.66940
H 3.74995 0.06557 0.58827
H -0.81646 -2.01813 0.32214
H 3.08613 -2.23010 -0.15445
H 3.03229 -1.31762 -1.71582
*
```



Record 5
ORCA calculation (ωB97M-V/def2-TZVPD) on a structure of composition C28H40BN6O2ReS.

Calculated values
HOMO-LUMO gap (alpha / beta)   6.61 / 6.58 eV
Largest force on an atom   0.035 hartree/bohr
<S²>   1.222
Energy above the lowest of the compared OMol25 structures with the same formula, charge and spin   0.0 kJ/mol
Highest occupied orbital energy (alpha / beta)   -17.29 / -17.13 eV

ORCA input file:
```
! RIJCOSX wB97M-V def2-TZVPD def2/J DEFGRID3
* xyz 3 2
Re -0.20418 0.48777 -0.39562
S 2.52909 2.39085 0.48260
O 1.72522 1.49595 -0.49947
O -0.50774 -1.59960 0.97564
N -2.11038 -0.42039 -0.57438
N -0.23103 -0.26123 -2.48788
N -1.01507 2.38414 -1.09930
N -0.46192 1.23814 1.37717
N -1.46133 -2.98658 2.47147
N 1.49457 -1.20083 -0.63509
C -1.98377 -3.85870 1.42623
C 2.11172 -1.89468 0.32132
C -3.15744 -0.17819 0.23087
C 1.85427 -1.38948 -1.90959
C -4.33587 -0.88664 0.13262
C -0.10691 -1.17873 3.33459
C 5.19348 1.94549 0.47815
C 3.10877 -2.81170 0.04527
C -1.86324 2.51214 -2.14729
C 1.14946 -0.55788 -2.92860
C -1.69932 -3.41341 3.85085
C -0.67179 3.49292 -0.40440
C -2.21983 -1.35517 -1.53529
C -2.44606 3.73734 -2.43534
C 3.23500 1.25023 1.71660
C -1.19470 4.73520 -0.66777
C -2.13417 4.85840 -1.68439
C -3.36369 -2.11649 -1.67529
C 4.53206 0.72749 1.11467
C 4.12368 2.61280 -0.38158
C -0.69325 1.80916 2.37859
C -0.80902 0.68134 -3.48411
C -4.43603 -1.89106 -0.82232
C 2.85423 -2.27810 -2.26858
C -1.03344 -1.51605 -2.44105
C -2.11217 1.35657 -3.07086
C 3.49008 -3.00685 -1.27497
C -0.71642 -1.92440 2.17991
B -0.95602 2.56124 3.64467
H 1.68464 0.39035 -3.02300
H 1.15606 -1.04557 -3.90642
H -2.59111 5.81398 -1.90559
H -0.96308 0.15370 -4.42837
H -0.87353 -0.68840 3.93684
H 2.47723 0.49653 1.92702
H 5.16561 0.27824 1.87880
H 3.57909 -3.35955 0.84928
H -0.79524 -3.81618 4.31015
H -3.06946 -3.92853 1.49988
H 0.04561 3.37131 0.39124
H -2.06651 -2.59122 4.46192
H -2.57311 1.74702 -3.97651
H 3.99926 2.13058 -1.35123
H 0.57231 -0.42138 2.96101
H -3.03128 0.60368 0.96896
H 3.12856 -2.39738 -3.30833
H 1.79140 -1.71882 1.33791
H 4.32501 -0.02989 0.35526
H -1.36118 -1.80145 -3.44324
H -3.13379 3.81144 -3.26626
H -3.42608 -2.86111 -2.45796
H -5.34148 -2.47638 -0.91418
H 4.28274 3.67996 -0.52588
H -2.14274 2.68412 3.80527
H -5.16052 -0.65328 0.79094
H -1.71081 -3.46347 0.45382
H 4.26073 -3.72249 -1.52914
H -0.87764 5.58492 -0.08056
H -2.45251 -4.19559 3.84624
H 3.41770 1.84857 2.61134
H -0.47687 3.66084 3.52693
H -0.07045 1.46442 -3.66394
H -0.46456 1.98814 4.58008
H -2.83083 0.65738 -2.64715
H 0.43498 -1.86518 3.98512
H 5.53870 2.63204 1.25226
H -1.56645 -4.85992 1.53748
H -0.41134 -2.32331 -2.04813
H 6.05407 1.67084 -0.12995
*
```



Record 6
ORCA calculation (ωB97M-V/def2-TZVPD) on a structure of composition C41H37F5P2V.

Calculated values
HOMO-LUMO gap (alpha / beta)   5.56 / 5.51 eV
Largest force on an atom   0.074 hartree/bohr
<S²>   3.799
Energy above the lowest of the compared OMol25 structures with the same formula, charge and spin   183.7 kJ/mol
Highest occupied orbital energy (alpha / beta)   -6.26 / -6.26 eV

ORCA input file:
```
! RIJCOSX wB97M-V def2-TZVPD def2/J DEFGRID3
* xyz 0 4
V -5.02902 -1.89409 -0.18946
P -6.68701 -2.66075 -1.86438
P -6.54210 -3.47492 0.76380
F 0.07560 2.66927 -1.58679
F -2.24185 1.24853 -1.61323
F 1.78752 2.49859 0.60198
F -1.20939 -0.56888 2.69579
F 1.18049 0.76693 2.65433
C -1.68213 0.34632 0.54001
C -9.75625 -4.09789 -4.32750
C -8.26492 -4.01925 1.33098
C 0.30180 0.96266 1.63253
C -6.26603 -4.83570 -0.42442
C -1.89498 -4.22451 -0.57291
C -1.44680 -3.49923 0.62037
C -0.23393 1.93888 -0.50467
C -10.27827 -1.82391 -3.69775
C -5.57919 -2.38548 -4.51544
C -0.25104 -2.96338 0.86742
C -10.59300 -2.98763 -4.41656
C -9.33859 -4.05113 0.40764
C -1.43280 1.14945 -0.52820
C 0.93823 -1.64105 -0.86167
C -3.48353 -0.89201 -3.39204
C -0.90006 0.23256 1.61593
C -4.55695 -1.23189 -2.54345
C -9.74672 -5.05390 2.98491
C -3.55032 -1.10298 -4.76532
C -4.57508 -1.84072 -5.34142
C -8.48413 -4.55743 2.60741
C -0.21581 -1.69978 -1.81170
C -0.63418 -2.82269 -2.43463
C -4.97575 -0.13074 1.28230
C -8.22728 -2.85682 -2.87135
C -4.04933 -5.61266 3.25573
C 0.58980 1.80134 0.59456
C -5.52223 -2.10617 -3.13638
C -9.10305 -1.76121 -2.93653
C 1.00593 -2.89433 -0.00150
C -5.49508 -4.05234 2.15807
C -10.80175 -5.04580 2.07733
C -5.50876 -3.23802 3.29761
C -6.21703 -4.40074 -1.70971
C -4.78723 -3.62320 4.41597
C -4.74682 -5.23601 2.12228
C -0.89142 -4.17940 -1.82463
C -8.59171 -4.04346 -3.54153
C -10.60064 -4.56073 0.78177
C -4.05661 -4.82727 4.40154
H -4.81224 -2.98180 5.30276
H -11.78589 -5.41669 2.37409
H -11.41235 -4.57063 0.06268
H -2.22434 -3.39480 1.39250
H -4.62577 -1.97551 -6.42370
H -6.37558 -2.98587 -4.94747
H -7.67786 -4.60444 3.32170
H -9.99771 -5.02198 -4.86946
H 0.06192 -4.69884 -1.59194
H -0.49500 -0.70455 -2.21575
H 0.75290 -0.80061 -0.20159
H -0.03806 -2.70683 1.92328
H -10.95083 -0.95720 -3.73275
H -4.11281 -0.38067 1.92720
H -9.19522 -3.70183 -0.61011
H -7.97942 -4.93396 -3.45580
H -4.73862 -5.84619 1.22124
H -3.50721 -5.12386 5.28544
H -9.88752 -5.43901 3.99821
H -6.25092 -5.88888 -0.11488
H -4.82130 -0.52357 -1.71065
H -2.14036 -5.29347 -0.37624
H 1.92332 -1.45771 -1.33721
H -6.10340 -2.30819 3.28047
H -2.83685 -3.75536 -0.90102
H -1.00637 -2.72302 -3.47646
H -8.85931 -0.86022 -2.37529
H -2.61413 -0.40972 -2.96427
H -3.48886 -6.55576 3.23681
H -5.83291 0.19225 1.96490
H 1.87122 -2.77318 0.68978
H -4.61531 0.77033 0.73908
H -6.04581 -5.01871 -2.59103
H -2.79092 -0.66187 -5.40268
H -11.48875 -3.01705 -5.04736
H 1.20782 -3.80821 -0.55692
H -1.38590 -4.80198 -2.63718
*
```